# C40H64N4O2P2STi

A molecular structure, C40H64N4O2P2STi at a distorted geometry (the ωB97M-V functional and the def2-TZVPD basis, OMol25).

Each line ends with the Löwdin spin population.
Positions of all 114 atoms, in Å:
Ti 10.693 10.951 11.888  0.002
C 15.535 13.236 11.149  0.000
C 15.844 12.215 12.252  0.000
C 17.281 12.477 12.718  0.000
P 15.423 10.511 11.567  0.000
C 17.046 9.489 11.840  0.000
C 16.909 7.964 12.104  0.000
C 18.140 9.641 10.682  0.000
C 14.437 9.911 12.962  0.005
C 15.219 9.875 14.147  0.001
C 14.592 9.612 15.387  0.001
C 13.272 9.087 15.450  0.000
C 12.543 8.848 14.252  0.004
C 13.077 9.336 13.022  0.011
N 12.270 9.461 11.897  0.107
C 11.725 8.203 11.338  0.030
C 11.352 7.140 12.070  0.000
C 10.376 6.201 11.634  0.028
C 10.032 6.155 10.283  0.013
C 10.438 7.258 9.483  0.022
C 11.353 8.188 10.022  0.053
P 11.886 9.417 8.810  0.446
C 11.144 9.237 7.010  0.080
C 11.716 10.233 6.008  0.003
C 9.615 9.521 7.048  0.002
C 13.699 8.879 8.558  0.059
C 13.620 7.757 7.545  0.024
C 14.493 10.151 8.095  0.010
H 14.632 13.009 10.605  0.000
H 16.396 13.342 10.379  0.000
H 15.450 14.278 11.642  0.000
H 15.153 12.363 13.118  0.000
H 17.467 11.890 13.641  0.000
H 17.344 13.532 12.944  0.000
H 18.031 12.102 12.004  0.000
H 17.544 9.814 12.797  0.000
H 17.812 7.584 12.640  0.000
H 16.733 7.383 11.184  0.000
H 16.068 7.782 12.759  0.000
H 17.823 9.587 9.660  0.000
H 18.966 8.931 10.835  0.000
H 18.641 10.636 10.836  0.000
H 16.279 10.191 14.199  0.000
H 15.169 9.935 16.232  0.000
H 12.879 8.975 16.450  0.000
H 11.525 8.371 14.240  0.000
H 11.737 6.961 13.084  -0.001
H 9.912 5.563 12.375  0.002
H 9.280 5.490 9.912  0.001
H 10.296 7.315 8.372  0.002
H 11.364 8.132 6.714  0.013
H 11.385 11.234 6.225  0.001
H 11.297 9.955 4.973  0.000
H 12.873 10.220 6.016  0.000
H 9.063 8.875 6.313  0.001
H 9.359 10.558 6.675  0.000
H 9.138 9.364 8.012  0.000
H 14.260 8.409 9.446  -0.001
H 13.368 8.113 6.522  0.001
H 12.904 7.014 7.864  0.001
H 14.636 7.323 7.540  0.006
H 14.685 10.050 6.986  0.000
H 15.426 10.293 8.626  0.000
H 13.834 11.027 8.178  0.008
C 9.496 10.714 13.964  0.000
C 8.805 11.346 12.872  0.000
C 9.092 12.732 12.937  0.000
C 9.864 12.951 14.107  0.000
C 10.284 11.726 14.698  0.000
C 10.970 11.521 16.023  0.000
C 10.328 14.331 14.398  0.000
C 8.346 13.780 12.123  0.000
C 7.444 10.875 12.372  0.000
C 9.024 9.333 14.398  0.000
H 11.916 12.069 16.027  0.000
H 11.192 10.460 16.027  0.000
H 10.286 11.885 16.795  0.000
H 10.844 14.720 13.547  0.000
H 11.044 14.355 15.267  0.000
H 9.571 15.004 14.793  0.000
H 8.123 13.240 11.197  0.000
H 8.943 14.682 12.004  0.000
H 7.381 14.029 12.599  0.000
H 7.389 9.837 12.550  0.000
H 7.349 11.188 11.318  0.000
H 6.695 11.351 12.908  0.000
H 7.938 9.322 14.700  0.000
H 9.759 8.994 15.200  0.000
H 9.159 8.602 13.556  0.000
C 10.915 15.073 7.524  0.000
N 11.314 14.752 8.866  0.000
C 10.908 13.469 9.421  0.003
C 11.903 13.457 10.688  0.000
O 12.037 12.403 11.454  0.000
N 12.625 14.627 10.716  0.000
C 12.166 15.369 9.669  0.000
N 12.732 16.537 9.384  0.000
H 10.386 16.042 7.518  0.000
H 10.224 14.270 7.168  0.000
H 11.836 15.024 6.897  0.000
H 11.100 12.639 8.653  0.005
H 9.812 13.448 9.517  0.000
H 13.552 16.686 9.931  0.000
H 12.466 17.092 8.598  0.000
C 5.934 5.570 10.500  0.000
S 5.460 4.245 9.333  0.000
C 5.445 4.940 7.616  0.000
O 9.914 10.673 10.424  0.054
H 5.366 6.542 10.385  0.000
H 7.076 5.690 10.699  0.000
H 5.518 5.297 11.495  0.000
H 4.465 5.158 7.242  0.000
H 5.916 4.170 6.949  0.000
H 5.997 5.892 7.494  0.000

Properties
**Total charge**: +1
**2S+1**: 2
**Energy above the lowest of the compared OMol25 structures with the same formula, charge and spin**: 36.7 kcal/mol
**<S²>**: 0.76

=====

# C15H29N5O3

4 unconnected molecules or ions with the total composition C15H29N5O3 (the ωB97M-V functional and the def2-TZVPD basis, OMol25).

Each line ends with the Löwdin charge.
Positions of all 52 atoms, in Å:
N 1.591 7.204 2.269  -0.009
C 2.233 5.897 2.215  -0.267
C 2.972 5.580 0.906  -0.191
O 4.184 4.857 1.101  -0.095
C 4.016 3.553 1.523  -0.248
O 3.476 2.721 0.485  -0.080
N 2.043 2.626 0.480  0.003
O 1.617 2.243 1.496  0.049
H 2.276 7.942 2.151  0.067
H 0.920 7.313 1.518  0.068
H 1.455 5.152 2.406  0.106
H 2.952 5.829 3.036  0.120
H 3.261 6.507 0.409  0.125
H 2.330 5.026 0.208  0.111
H 5.003 3.152 1.744  0.141
H 3.360 3.468 2.399  0.117
C 1.182 -2.421 -1.685  -0.115
C 1.362 -1.437 -0.540  -0.254
C 0.193 -0.451 -0.434  -0.210
C 0.041 0.364 -1.640  -0.243
N -0.070 0.987 -2.599  0.144
H 1.151 -1.909 -2.648  0.074
H 1.994 -3.145 -1.723  0.077
H 0.252 -2.980 -1.558  0.062
H 2.294 -0.879 -0.658  0.111
H 1.424 -1.975 0.407  0.099
H 0.331 0.222 0.414  0.085
H -0.738 -0.999 -0.272  0.089
C -3.057 -5.771 -4.116  -0.110
C -2.742 -4.508 -3.329  -0.260
C -1.601 -3.693 -3.948  -0.193
C -0.347 -4.447 -4.000  -0.251
N 0.631 -5.049 -4.023  0.155
H -2.198 -6.443 -4.141  0.072
H -3.892 -6.310 -3.668  0.071
H -3.327 -5.534 -5.148  0.076
H -2.478 -4.760 -2.300  0.112
H -3.621 -3.863 -3.281  0.108
H -1.417 -2.782 -3.375  0.104
H -1.853 -3.389 -4.966  0.122
C -3.109 0.297 2.308  -0.105
C -2.721 -0.474 3.561  -0.257
C -1.346 -1.141 3.436  -0.184
C -1.303 -2.110 2.339  -0.232
N -1.290 -2.868 1.476  0.165
H -3.185 -0.367 1.445  0.070
H -4.073 0.788 2.436  0.073
H -2.370 1.068 2.076  0.075
H -3.468 -1.238 3.783  0.112
H -2.686 0.196 4.422  0.109
H -1.073 -1.663 4.354  0.119
H -0.577 -0.388 3.247  0.116

Properties
**E**: -29614.2868 eV

=====

# C34H58N2O24

10 unconnected molecules or ions with the total composition C34H58N2O24 at a distorted geometry (the ωB97M-V functional and the def2-TZVPD basis, OMol25).

Each line ends with the Löwdin charge.
Positions of all 118 atoms, in Å:
N 4.378 -2.379 1.867  0.058
C 5.648 -2.789 2.127  -0.147
C 6.311 -3.671 1.299  -0.077
C 5.588 -4.280 0.287  -0.059
C 4.309 -3.816 -0.004  -0.068
C 3.736 -2.920 0.832  -0.187
H 6.261 -2.322 2.883  0.101
H 7.320 -3.976 1.534  0.102
H 6.011 -5.081 -0.301  0.106
H 3.722 -4.221 -0.815  0.105
H 2.732 -2.539 0.719  0.098
N -1.804 0.207 -0.497  0.070
C -0.936 1.209 -0.165  -0.085
C 0.114 1.007 0.775  -0.073
C 0.324 -0.245 1.285  -0.081
C -0.541 -1.293 0.897  -0.042
C -1.621 -1.024 0.005  -0.126
H -0.979 2.223 -0.535  0.086
H 0.769 1.827 1.030  0.081
H 1.077 -0.470 2.026  0.108
H -0.446 -2.309 1.253  0.075
H -2.290 -1.780 -0.379  0.097
C -4.126 2.936 -0.769  -0.045
O -4.298 3.773 -1.888  -0.031
C -5.239 4.785 -1.821  -0.563
O -5.857 5.074 -0.811  0.113
O -5.310 5.432 -2.958  0.017
C -6.389 6.314 -3.174  -0.053
H -5.070 2.580 -0.355  0.106
H -3.481 3.347 0.008  0.076
H -3.663 2.011 -1.113  0.069
H -6.158 6.989 -3.999  0.095
H -6.755 6.885 -2.320  0.096
H -7.338 5.904 -3.521  0.095
C 2.139 3.820 -0.856  -0.050
O 0.726 3.951 -0.976  -0.027
C 0.341 5.161 -1.436  -0.513
O 1.045 6.175 -1.464  0.111
O -0.997 5.003 -1.757  -0.046
C -1.702 6.108 -2.306  -0.041
H 2.642 3.743 -1.820  0.102
H 2.490 2.904 -0.382  0.082
H 2.528 4.696 -0.337  0.096
H -2.643 5.703 -2.677  0.077
H -1.238 6.577 -3.173  0.097
H -1.752 6.887 -1.545  0.099
C -2.900 -2.758 3.124  -0.005
O -1.661 -2.267 3.668  -0.031
C -0.997 -2.845 4.672  -0.607
O -1.295 -3.893 5.197  0.121
O 0.100 -2.131 4.942  -0.032
C 1.236 -2.669 5.662  -0.007
H -2.943 -3.828 3.327  0.095
H -2.828 -2.517 2.063  0.075
H -3.808 -2.343 3.562  0.096
H 1.615 -3.480 5.041  0.070
H 0.821 -3.133 6.557  0.098
H 2.062 -1.967 5.775  0.100
C -0.937 1.606 4.117  -0.016
O -1.763 2.533 3.459  0.037
C -1.329 3.451 2.669  -0.589
O -0.163 3.786 2.441  0.096
O -2.431 4.068 2.221  0.006
C -2.454 5.306 1.596  -0.067
H -0.573 0.895 3.375  0.070
H -1.518 1.066 4.865  0.104
H -0.023 2.016 4.545  0.100
H -1.691 5.695 0.922  0.090
H -2.484 6.124 2.316  0.098
H -3.427 5.390 1.112  0.092
C 2.996 3.331 2.841  -0.042
O 4.365 3.350 3.278  -0.004
C 5.339 2.637 2.648  -0.499
O 6.549 2.667 2.992  0.072
O 4.861 1.905 1.599  -0.047
C 5.760 1.073 0.851  -0.030
H 2.464 4.022 3.494  0.096
H 2.527 2.350 2.917  0.085
H 2.904 3.626 1.796  0.067
H 5.279 0.847 -0.100  0.093
H 5.787 0.138 1.411  0.075
H 6.784 1.416 0.704  0.097
C -1.574 -5.270 -1.343  -0.055
O -1.173 -4.777 -0.073  -0.030
C -0.048 -5.317 0.504  -0.509
O 0.666 -6.182 0.028  0.130
O 0.098 -4.655 1.687  -0.036
C 1.205 -4.763 2.513  -0.058
H -2.254 -6.111 -1.209  0.102
H -0.821 -5.554 -2.079  0.094
H -2.147 -4.429 -1.734  0.071
H 1.385 -3.795 2.981  0.081
H 2.128 -4.912 1.953  0.085
H 1.090 -5.621 3.176  0.113
C 0.101 -3.030 -2.848  0.011
O 0.547 -4.188 -3.693  -0.022
C 1.846 -4.313 -4.074  -0.562
O 2.771 -3.558 -3.867  0.107
O 1.980 -5.476 -4.775  -0.035
C 3.297 -5.913 -5.187  -0.028
H -0.943 -3.091 -2.543  0.046
H 0.375 -2.052 -3.244  0.096
H 0.628 -3.167 -1.904  0.086
H 3.681 -6.556 -4.395  0.091
H 3.950 -5.092 -5.482  0.096
H 3.055 -6.674 -5.929  0.091
C -3.946 -2.125 -3.571  -0.061
O -3.992 -0.732 -3.562  -0.020
C -2.878 0.069 -3.615  -0.516
O -1.725 -0.348 -3.559  0.085
O -3.229 1.377 -3.774  -0.028
C -2.227 2.391 -3.932  -0.024
H -3.064 -2.495 -3.048  0.062
H -3.833 -2.464 -4.600  0.099
H -4.885 -2.536 -3.200  0.100
H -1.587 2.019 -4.732  0.096
H -1.610 2.403 -3.034  0.083
H -2.664 3.360 -4.174  0.095

Properties
**Energy above the lowest of the compared OMol25 structures with the same formula, charge and spin**: 27.0 kcal/mol